Below is a cluster of 2 separate species, C2H11N3O in total, with properties calculated with ωB97M-V/def2-TZVPD.

Results
LUMO = 0.8 eV
Gap between HOMO and LUMO = 10.02 eV

```
! RIJCOSX wB97M-V def2-TZVPD def2/J DEFGRID3
* xyz 0 1
N -0.61 2.06 -0.76
C 0.65 1.47 -1.19
N 1.91 1.64 -0.39
H -0.59 3.09 -0.92
H -0.57 1.96 0.23
H 1.08 1.77 -2.13
H 0.49 0.37 -1.17
H 1.80 1.29 0.65
H 2.03 2.66 -0.30
N -1.16 -1.07 -0.22
C -0.53 -1.37 1.08
O -0.37 -2.77 1.46
H -1.96 -1.64 -0.32
H -0.63 -1.60 -0.98
H -1.06 -0.75 1.76
H 0.46 -1.01 1.10
H 0.19 -2.97 0.69
*
```

Löwdin atomic charge list, values in e, 5 entries: 0.001 -0.393 -0.052 0.076 0.036

Below is a cluster of 2 separate species, C3H6O2 in total, with properties calculated with ωB97M-V/def2-TZVPD.

Results
LUMO (alpha / beta) = 4.0 / 3.9 eV
Gap between HOMO and LUMO (alpha / beta) = 3.62 / 7.35 eV

```
! RIJCOSX wB97M-V def2-TZVPD def2/J DEFGRID3
* xyz -1 2
O 3.75 -0.52 -0.01
C 2.82 0.03 0.65
H 2.16 -0.56 1.32
H 2.66 1.12 0.63
C -2.37 -0.71 -0.20
C -1.36 0.14 -0.18
O -1.26 1.18 -1.05
H -2.44 -1.56 0.45
H -3.11 -0.66 -1.00
H -0.55 0.14 0.55
H -0.32 1.40 -1.16
*
```

Löwdin atomic charge list, values in e, 5 entries: -0.313 -0.420 -0.026 -0.040 -0.032

Below is a structure of composition C40H32CoN3P2Se2Te, with properties calculated with ωB97M-V/def2-TZVPD.

Results
LUMO (alpha / beta) = -3.7 / -3.8 eV
Gap between HOMO and LUMO (alpha / beta) = 5.94 / 5.84 eV

```
! RIJCOSX wB97M-V def2-TZVPD def2/J DEFGRID3
* xyz 1 4
Co 0.03 0.12 0.03
Te 1.45 4.80 0.43
C 0.65 5.73 2.16
C -0.54 6.45 2.09
C -1.07 6.99 3.26
N -0.52 6.84 4.46
C 0.63 6.18 4.51
C 1.25 5.62 3.41
C 0.74 2.87 0.68
P 1.69 1.47 1.15
C 3.44 1.84 0.81
C 3.82 2.17 -0.49
C 5.13 2.52 -0.77
C 6.07 2.55 0.25
C 5.70 2.24 1.55
C 4.39 1.88 1.83
C 1.63 1.16 2.94
C 1.08 2.12 3.79
C 0.92 1.85 5.14
C 1.30 0.62 5.65
C 1.84 -0.35 4.81
C 2.01 -0.08 3.46
P -0.84 2.31 0.23
C -2.01 2.29 1.63
C -2.05 3.22 2.60
C -2.75 2.98 3.86
C -3.38 1.84 4.14
C -3.45 0.70 3.16
C -2.61 0.94 1.88
C -1.56 3.35 -1.06
C -0.91 3.41 -2.29
C -1.39 4.21 -3.31
C -2.55 4.96 -3.10
C -3.21 4.90 -1.89
C -2.72 4.09 -0.87
H -1.05 6.59 1.15
H -2.00 7.55 3.22
H 1.09 6.09 5.49
H 2.19 5.09 3.53
H 3.08 2.21 -1.28
H 5.41 2.78 -1.78
H 7.10 2.83 0.03
H 6.43 2.28 2.34
H 4.11 1.65 2.85
H 0.76 3.07 3.38
H 0.49 2.60 5.79
H 1.17 0.40 6.71
H 2.14 -1.31 5.21
H 2.42 -0.84 2.81
H -1.52 4.15 2.48
H -2.74 3.78 4.60
H -3.89 1.71 5.09
H -4.49 0.43 2.98
H -3.11 0.55 0.98
H 0.00 2.83 -2.44
H -0.87 4.26 -4.25
H -2.93 5.59 -3.90
H -4.11 5.48 -1.73
H -3.24 4.05 0.08
Se -1.89 -1.76 -1.90
Se -1.39 -3.30 -0.23
C -1.69 -2.14 1.29
C -2.70 -2.63 2.23
C -3.13 -1.87 3.24
C -2.54 -0.53 3.50
C -1.57 -0.08 2.39
N -1.11 -1.01 1.36
C -0.10 -1.46 -2.52
C 0.33 -2.01 -3.72
C 1.62 -1.76 -4.14
C 2.45 -0.98 -3.35
C 1.94 -0.47 -2.16
N 0.69 -0.69 -1.77
H -3.12 -3.61 2.05
H -3.91 -2.23 3.90
H -2.12 -0.50 4.51
H -0.69 0.42 2.81
H -0.34 -2.63 -4.30
H 1.98 -2.18 -5.07
H 3.47 -0.76 -3.63
H 2.55 0.13 -1.50
*
```

Löwdin atomic charge list, values in e, 5 entries: 0.487 1.288 -0.566 -0.151 -0.151

Below is an isolated molecule of C7H12, with properties calculated with ωB97M-V/def2-TZVPD.

Results
LUMO = -0.1 eV
Gap between HOMO and LUMO = 6.98 eV

```
! RIJCOSX wB97M-V def2-TZVPD def2/J DEFGRID3
* xyz 0 1
C 0.94 1.83 1.17
C 1.50 0.77 0.24
C 0.49 -0.35 -0.13
C 0.82 -1.68 -0.19
C -0.56 0.14 -1.52
C -0.95 -0.05 -0.17
C -2.11 -0.93 0.23
H 0.05 2.20 0.66
H 0.66 1.48 2.15
H 1.61 2.68 1.25
H 2.39 0.25 0.60
H 1.80 1.21 -0.70
H 1.32 -2.18 0.62
H 0.44 -2.28 -1.00
H -0.55 1.11 -2.00
H -0.66 -0.72 -2.20
H -3.03 -0.35 0.30
H -1.87 -1.41 1.18
H -2.27 -1.71 -0.52
*
```

Löwdin atomic charge list, values in e, 5 entries: -0.100 -0.199 -0.424 0.090 0.021

Below is an isolated molecule of C3H7N3OS, with properties calculated with ωB97M-V/def2-TZVPD.

Results
LUMO = 0.7 eV
Gap between HOMO and LUMO = 9.80 eV

```
! RIJCOSX wB97M-V def2-TZVPD def2/J DEFGRID3
* xyz 0 1
H -2.28 2.72 -0.08
N -1.31 2.29 -0.20
C -1.23 1.08 0.00
N -2.34 0.22 0.19
S -2.17 -1.41 -0.43
O -0.12 0.40 0.24
N 1.01 0.98 -0.46
C 2.01 0.22 -0.43
C 2.14 -1.15 0.17
H -3.26 0.65 0.24
H -1.91 -2.07 0.73
H 2.88 0.61 -0.96
H 2.14 -1.05 1.26
H 3.08 -1.60 -0.20
H 1.36 -1.91 -0.06
*
```

Löwdin atomic charge list, values in e, 5 entries: 0.091 0.138 -0.682 -0.330 0.741

Below is a cluster of 8 separate species, C22H63N3O8 in total, with properties calculated with ωB97M-V/def2-TZVPD.

Results
LUMO = 0.5 eV
Gap between HOMO and LUMO = 9.75 eV

```
! RIJCOSX wB97M-V def2-TZVPD def2/J DEFGRID3
* xyz 0 1
C -5.95 -4.18 4.62
O -4.82 -3.40 4.81
C -4.41 -3.28 6.15
C -5.26 -2.30 6.95
C -5.19 -0.90 6.33
N -4.80 -2.33 8.35
H -5.82 -5.23 4.95
H -6.24 -4.22 3.57
H -6.85 -3.82 5.14
H -4.40 -4.26 6.65
H -3.39 -2.88 6.14
H -6.30 -2.63 6.90
H -5.80 -0.19 6.88
H -5.53 -0.93 5.29
H -4.16 -0.52 6.26
H -3.81 -2.08 8.35
H -5.29 -1.62 8.86
C -6.09 5.25 0.82
O -5.29 5.90 -0.17
C -4.55 6.99 0.33
C -5.38 8.26 0.47
C -6.15 8.60 -0.81
N -4.51 9.37 0.84
H -5.50 5.02 1.70
H -6.45 4.31 0.41
H -6.97 5.84 1.08
H -4.09 6.74 1.30
H -3.72 7.15 -0.36
H -6.16 8.08 1.24
H -5.45 8.73 -1.64
H -6.73 9.51 -0.66
H -6.84 7.79 -1.04
H -5.08 10.17 1.09
H -3.97 9.15 1.68
C -5.10 2.91 6.24
O -3.98 2.31 5.63
C -2.76 2.90 6.01
C -2.46 4.25 5.39
C -2.61 4.22 3.91
N -1.09 4.68 5.78
H -6.01 2.38 5.94
H -5.23 3.97 6.01
H -5.05 2.83 7.34
H -2.65 2.95 7.10
H -1.98 2.18 5.71
H -3.11 5.00 5.85
H -2.07 3.41 3.41
H -2.40 5.15 3.38
H -3.65 3.96 3.65
H -0.85 4.28 6.69
H -0.42 4.22 5.16
C -1.98 -1.10 -1.10
C -2.84 -0.21 -1.98
O -2.65 1.17 -1.74
H -2.55 -1.66 -0.36
H -1.14 -0.55 -0.65
H -1.38 -1.84 -1.66
H -3.89 -0.41 -1.79
H -2.68 -0.46 -3.04
H -1.87 1.47 -2.22
C -5.41 3.30 -3.40
C -4.31 3.98 -2.61
O -4.40 5.39 -2.67
H -6.41 3.63 -3.13
H -5.34 2.21 -3.30
H -5.27 3.54 -4.46
H -3.35 3.63 -2.98
H -4.34 3.63 -1.57
H -4.69 5.68 -1.80
C -5.48 1.13 1.01
C -4.92 1.26 2.41
O -5.61 2.31 3.09
H -5.41 2.08 0.48
H -6.49 0.73 0.98
H -4.84 0.45 0.44
H -3.86 1.50 2.33
H -5.04 0.34 2.98
H -5.26 2.37 3.98
C -2.16 -3.09 2.48
C -3.12 -1.92 2.40
O -4.44 -2.30 2.10
H -1.97 -3.63 1.55
H -2.45 -3.75 3.29
H -1.15 -2.74 2.76
H -2.77 -1.13 1.73
H -3.07 -1.37 3.36
H -4.70 -2.91 2.80
C -10.13 1.99 1.39
C -9.17 3.08 1.00
O -8.30 3.44 2.07
H -10.67 2.30 2.30
H -9.64 1.06 1.69
H -10.89 1.82 0.62
H -9.66 3.99 0.65
H -8.57 2.69 0.16
H -7.67 2.72 2.18
*
```

Löwdin atomic charge list, values in e, 5 entries: -0.113 -0.215 -0.198 -0.433 -0.058

no.,electronic energy (Eh),strongest force on any atom (hartree/bohr)
1,-322.2426,0.062
2,-268.2994,0.010
3,-8843.8293,0.007
4,-273.7235,0.071
5,-756.1064,0.065
6,-1642.0780,0.032